No. 1
C50H42FeN5O5 as an isolated structure at a distorted geometry, computed with ωB97M-V with the def2-TZVPD basis set.

Each line ends with the Mulliken spin population.
CARTESIAN COORDINATES (ANGSTROEM)
1 Fe 0.771 0.000 -0.064  2.161
2 C -8.736 -2.096 -1.249  0.002
3 O -7.808 -1.739 -2.243  0.009
4 C -6.550 -1.372 -1.867  0.044
5 C -6.120 -1.211 -0.554  -0.028
6 C -4.813 -0.846 -0.296  0.067
7 C -3.891 -0.640 -1.325  0.077
8 C -4.336 -0.812 -2.643  0.032
9 C -5.642 -1.155 -2.907  -0.026
10 C -2.485 -0.380 -1.041  0.117
11 C -2.115 0.457 0.037  0.056
12 C -2.976 1.366 0.714  0.100
13 C -2.287 1.862 1.790  -0.007
14 C -0.994 1.281 1.759  0.104
15 N -0.897 0.450 0.675  0.042
16 C 0.020 1.472 2.721  0.073
17 C 1.358 1.108 2.558  0.027
18 C 2.407 1.155 3.528  -0.018
19 C 3.555 0.778 2.888  0.052
20 C 3.218 0.504 1.526  0.046
21 C 4.109 0.190 0.453  0.114
22 C 5.250 -0.654 0.598  0.067
23 C 5.400 -1.470 1.736  0.115
24 C 6.343 -2.471 1.796  -0.054
25 C 7.211 -2.687 0.727  0.108
26 O 8.153 -3.671 0.683  0.021
27 C 8.254 -4.520 1.800  0.003
28 C 7.104 -1.865 -0.401  -0.056
29 C 6.148 -0.881 -0.468  0.115
30 C 3.555 0.496 -0.859  0.139
31 N 2.308 0.039 -1.001  0.026
32 C 1.725 0.531 -2.123  0.028
33 C 0.341 0.221 -2.213  0.241
34 C -0.482 0.767 -3.302  0.065
35 C -0.989 -0.105 -4.267  0.066
36 C -1.711 0.354 -5.349  -0.038
37 C -1.933 1.717 -5.517  0.034
38 O -2.602 2.267 -6.568  0.007
39 C -3.120 1.415 -7.563  0.001
40 C -1.442 2.597 -4.549  -0.020
41 C -0.729 2.130 -3.465  0.065
42 C 0.502 -2.229 -1.765  0.343
43 C -0.454 -3.147 -2.202  -0.105
44 C -1.706 -2.532 -2.140  0.280
45 C -1.539 -1.217 -1.689  0.010
46 N -0.157 -0.970 -1.605  -0.073
47 C 2.694 1.320 -2.784  0.110
48 C 3.848 1.274 -1.992  0.110
49 N 1.888 0.728 1.357  0.121
50 C -0.399 2.031 4.028  0.035
51 C -0.293 3.385 4.334  0.018
52 C -0.709 3.857 5.561  0.008
53 C -1.243 2.988 6.514  -0.001
54 O -1.652 3.568 7.680  0.000
55 C -2.294 2.760 8.638  0.000
56 C -1.344 1.635 6.214  0.006
57 C -0.925 1.170 4.980  0.008
58 H -9.662 -2.315 -1.779  0.000
59 H -8.919 -1.280 -0.543  0.000
60 H -8.409 -2.984 -0.700  0.000
61 H -6.794 -1.380 0.271  0.000
62 H -4.489 -0.758 0.729  0.000
63 H -3.637 -0.652 -3.452  0.013
64 H -6.002 -1.276 -3.918  -0.001
65 H -3.962 1.636 0.394  0.001
66 H -2.632 2.573 2.515  -0.001
67 H 2.295 1.435 4.559  -0.003
68 H 4.548 0.736 3.293  0.004
69 H 4.704 -1.362 2.552  0.013
70 H 6.378 -3.094 2.676  -0.003
71 H 9.090 -5.186 1.595  0.000
72 H 7.345 -5.115 1.940  0.000
73 H 8.452 -3.958 2.717  0.000
74 H 7.782 -2.043 -1.220  -0.002
75 H 6.067 -0.278 -1.361  0.009
76 H -0.787 -1.161 -4.196  0.018
77 H -2.086 -0.363 -6.064  0.000
78 H -3.610 2.068 -8.285  0.000
79 H -3.863 0.724 -7.150  -0.001
80 H -2.332 0.844 -8.069  0.000
81 H -1.623 3.653 -4.671  0.000
82 H -0.358 2.825 -2.728  -0.001
83 H -0.256 -4.184 -2.391  0.001
84 H -2.652 -3.012 -2.293  0.014
85 H 2.563 1.863 -3.700  0.004
86 H 4.775 1.779 -2.180  0.009
87 H 0.106 4.072 3.602  -0.001
88 H -0.637 4.903 5.815  0.000
89 H -2.611 3.435 9.435  0.000
90 H -1.615 2.002 9.049  0.000
91 H -3.178 2.264 8.221  0.000
92 H -1.743 0.934 6.930  0.000
93 H -1.002 0.117 4.751  0.000
94 C 2.656 -3.466 -1.136  -0.001
95 C 1.548 -2.502 -0.820  -0.036
96 O 1.450 -1.939 0.295  0.099
97 H 2.511 -4.392 -0.584  0.003
98 H 3.600 -3.036 -0.807  0.004
99 H 2.705 -3.685 -2.199  -0.004
100 N 0.856 3.344 -0.188  0.016
101 H 1.094 3.318 0.797  0.001
102 H -0.025 2.857 -0.295  0.000
103 H 1.572 2.833 -0.688  -0.002

The value obtained for the HOMO energy (spin up / spin down) is -5.56 / -6.93 eV. The calculation puts the total energy at -3844.0633 a.u. As for the spin multiplicity: 6. The calculation puts the largest force on an atom at 2.1 eV Å⁻¹. The HOMO-LUMO gap (spin up / spin down) is 4.98 / 4.96 eV. Its net charge is 0. Its expectation value of S² is 8.872. As for the relative energy (zero: lowest compared OMol25 entry of this formula, charge and spin): 92.11 kcal per mole.


No. 2
C50H42KN4O3 as an isolated structure at a distorted geometry, computed with ωB97M-V with the def2-TZVPD basis set.

Each line ends with the Mulliken charge.
CARTESIAN COORDINATES (ANGSTROEM)
1 K -0.675 -1.258 -2.491  0.786
2 C -3.326 5.028 -3.812  -0.453
3 C -3.428 5.262 -2.446  -0.816
4 C -3.494 4.216 -1.541  -0.239
5 C -3.460 2.879 -1.970  0.335
6 C -3.384 2.663 -3.357  -0.334
7 C -3.300 3.711 -4.256  -0.751
8 C -3.475 1.717 -1.097  -1.071
9 C -3.441 1.798 0.392  0.397
10 C -3.789 2.758 1.323  -1.081
11 C -3.017 2.543 2.501  -0.663
12 C -2.220 1.445 2.274  -0.051
13 C -1.094 0.912 3.056  1.747
14 C -1.402 0.649 4.498  -0.766
15 C -1.515 1.696 5.410  0.108
16 C -1.820 1.450 6.741  -0.898
17 C -2.009 0.148 7.187  -0.326
18 C -1.893 -0.904 6.289  -0.973
19 C -1.597 -0.651 4.957  0.226
20 C 0.191 0.777 2.652  -0.058
21 N 0.844 1.019 1.403  0.315
22 C 2.253 1.161 1.672  0.744
23 C 3.153 1.563 0.760  0.371
24 C 4.599 1.722 1.046  -0.196
25 C 5.100 2.345 2.187  -0.338
26 C 6.469 2.486 2.378  -0.778
27 C 7.358 2.021 1.421  -0.351
28 C 6.869 1.423 0.265  -0.817
29 C 5.504 1.280 0.076  -0.235
30 C 2.693 1.822 -0.625  0.181
31 C 2.131 3.180 -1.081  -1.342
32 C 0.958 2.630 -1.402  -0.838
33 C 1.416 1.209 -0.978  1.668
34 N 2.684 0.812 -1.641  -1.517
35 C 0.641 0.387 0.040  1.405
36 C -0.819 0.359 -0.394  -0.716
37 C -1.953 -0.272 0.410  0.190
38 C -2.923 -0.595 -0.686  -1.836
39 C -2.709 0.575 -1.407  0.916
40 N -1.265 0.873 -1.480  -0.514
41 C 1.134 -1.103 0.137  0.269
42 C 0.828 -1.862 1.271  0.208
43 C 1.328 -3.142 1.451  -1.057
44 C 2.160 -3.706 0.494  -0.952
45 C 2.436 -2.987 -0.656  -1.184
46 C 1.922 -1.709 -0.845  0.298
47 C 2.456 0.775 3.064  -1.656
48 C 1.278 0.528 3.630  -1.343
49 N -2.535 0.956 1.045  0.376
50 H -3.275 5.850 -4.514  0.371
51 H -3.439 6.280 -2.072  0.378
52 H -3.527 4.434 -0.484  0.404
53 H -3.411 1.641 -3.718  0.394
54 H -3.227 3.497 -5.317  0.360
55 H -4.474 3.574 1.160  0.755
56 H -3.021 3.150 3.392  0.483
57 H -1.347 2.710 5.071  0.485
58 H -1.904 2.279 7.433  0.375
59 H -2.243 -0.044 8.226  0.370
60 H -2.036 -1.924 6.623  0.393
61 H -1.512 -1.469 4.250  0.369
62 H 4.407 2.748 2.917  0.571
63 H 6.840 2.976 3.271  0.368
64 H 8.426 2.137 1.564  0.367
65 H 7.554 1.069 -0.496  0.381
66 H 5.102 0.824 -0.822  0.465
67 H 2.569 4.160 -1.224  0.405
68 H 0.054 2.998 -1.867  0.409
69 H -1.709 -1.003 1.177  0.770
70 H -3.949 -0.800 -0.395  0.421
71 H 0.214 -1.443 2.053  0.025
72 H 1.081 -3.687 2.355  0.467
73 H 2.585 -4.692 0.644  0.365
74 H 3.081 -3.409 -1.419  0.409
75 H 2.233 -1.106 -1.691  0.710
76 H 3.423 0.725 3.539  0.691
77 H 1.100 0.266 4.661  0.512
78 C 0.958 -1.110 -5.332  -0.783
79 O -0.189 -1.887 -5.000  -0.287
80 C 0.015 -3.287 -5.083  -0.661
81 C 0.822 -3.845 -3.929  -0.532
82 O 0.148 -3.651 -2.699  0.237
83 C -0.259 -4.820 -1.992  -0.531
84 C -1.756 -4.881 -1.836  -0.667
85 O -2.119 -3.977 -0.825  -0.078
86 C -3.513 -3.933 -0.616  -0.881
87 H 1.335 -1.397 -6.319  0.318
88 H 1.758 -1.207 -4.593  0.357
89 H 0.644 -0.069 -5.353  0.236
90 H 0.507 -3.539 -6.032  0.435
91 H -0.981 -3.735 -5.081  0.231
92 H 1.797 -3.350 -3.867  0.300
93 H 1.010 -4.909 -4.105  0.378
94 H 0.197 -4.768 -1.001  0.047
95 H 0.118 -5.712 -2.501  0.415
96 H -2.066 -5.904 -1.575  0.484
97 H -2.251 -4.617 -2.784  0.238
98 H -3.896 -4.931 -0.366  0.378
99 H -4.036 -3.550 -1.499  0.337
100 H -3.699 -3.251 0.208  0.166

The value obtained for the HOMO energy is -2.91 eV. The calculation puts the total energy at -2974.8957 a.u. As for the spin multiplicity: 1. The calculation puts the largest force on an atom at 1.0 eV Å⁻¹. The HOMO-LUMO gap is 4.47 eV. Its net charge is -1. As for the relative energy (zero: lowest compared OMol25 entry of this formula, charge and spin): 187.03 kcal per mole.